(1)
The following is a quantum chemistry calculation of a cluster of 7 separate species, C16H38Cl6N2O4 in total, from the Open Molecules 2025 dataset.

```
! wB97M-V def2-TZVPD RIJCOSX def2/J DEFGRID3
* xyz -1 2
Cl 2.7957 3.6737 -1.9041
C 2.1603 5.3525 -2.0657
C 0.6840 5.3876 -1.7277
Cl 0.4105 5.4464 0.0319
H 2.3395 5.9347 -2.9696
H 2.6980 5.8857 -1.2817
H 0.1285 4.5204 -2.0847
H 0.1273 6.1838 -2.2219
Cl -3.1587 -4.1049 -0.1323
C -3.3774 -3.2535 -1.6065
C -2.9754 -1.7722 -1.4441
Cl -3.9438 -0.9414 -0.2631
H -4.4250 -3.3853 -1.8770
H -2.7057 -3.7705 -2.2919
H -2.9113 -1.1848 -2.3600
H -1.9637 -1.7355 -1.0401
Cl -2.1555 -3.2489 6.5581
C -0.9501 -2.1922 5.8561
C -1.4948 -0.9626 5.1881
Cl -2.4664 -1.3802 3.7628
H -0.3660 -2.7012 5.0893
H -0.2496 -1.8790 6.6303
H -0.6318 -0.4299 4.7886
H -2.1558 -0.3840 5.8334
C -1.2325 2.2065 1.8146
C 0.0649 1.5228 1.3022
C -0.1975 0.0528 0.9063
O 0.3791 2.1894 0.0748
H -1.5449 1.7954 2.7745
H -2.0319 2.1919 1.0738
H -0.9593 3.2272 2.0821
H 0.9109 1.6120 1.9836
H -0.9400 -0.0796 0.1194
H -0.6109 -0.5602 1.7073
H 0.6885 -0.4911 0.5787
H 0.7771 3.0283 0.3187
C 1.6066 -2.7968 -3.8936
C 1.0005 -2.4715 -2.5642
C 2.0455 -1.9787 -1.5232
O -0.0482 -1.4951 -2.8202
H 2.5268 -3.3583 -3.7319
H 1.8583 -1.8675 -4.4044
H 1.0312 -3.3962 -4.5990
H 0.4712 -3.3423 -2.1775
H 2.1452 -0.9347 -1.2260
H 3.0030 -2.3835 -1.8510
H 1.6949 -2.3719 -0.5689
H 0.4080 -0.7595 -3.2354
O -2.4417 3.2575 -2.0615
C -2.2454 2.1400 -2.5330
N -1.1938 1.4042 -2.2141
C -3.1030 1.4864 -3.5379
H -0.5665 1.7448 -1.4995
H -0.9071 0.7282 -2.9075
H -4.1336 1.4930 -3.1829
H -2.7765 0.4526 -3.6509
H -3.0763 2.0563 -4.4667
O 2.3300 -1.4473 4.2363
C 3.1009 -1.6242 3.2349
N 3.1477 -2.7533 2.5573
C 4.0706 -0.4924 2.8251
H 3.8778 -2.7583 1.8594
H 2.4954 -3.5103 2.7042
H 3.4951 0.2639 2.2913
H 4.7667 -0.9174 2.1020
H 4.7004 -0.1223 3.6341
*
```

Properties
- frontier orbital gap (spin up / spin down) (Ha) = 0.074 / 0.356

(2)
The following is a quantum chemistry calculation of a cluster of 6 separate species, C16H38ClN4O6 in total, from the Open Molecules 2025 dataset.

```
! wB97M-V def2-TZVPD RIJCOSX def2/J DEFGRID3
* xyz -1 1
Cl -0.1423 0.9197 -0.5344
C 5.9718 -10.7886 4.5748
O 5.9200 -9.4904 5.0352
C 5.1488 -8.6320 4.0931
C 5.1493 -7.0830 4.6592
O 4.4660 -6.3083 3.7352
C 4.7744 -4.9197 3.7436
H 6.2402 -10.8774 3.5221
H 4.9728 -11.1890 4.7472
H 6.6822 -11.4224 5.1056
H 4.1303 -8.9690 3.9003
H 5.6550 -8.6650 3.1283
H 6.1840 -6.7943 4.8442
H 4.7504 -7.0757 5.6735
H 5.8473 -4.7356 3.6892
H 4.5147 -4.3140 4.6118
H 4.2699 -4.4724 2.8872
C 4.6754 4.8316 -2.6439
C 5.8383 3.9115 -2.7080
O 6.8545 4.2424 -3.2167
N 5.7035 2.7173 -2.1536
C 6.7775 1.7441 -1.9920
H 5.0752 5.8431 -2.5727
H 4.1102 4.6419 -1.7313
H 3.9856 4.6644 -3.4711
H 4.7336 2.4716 -2.0157
H 7.4770 1.7481 -2.8280
H 6.3909 0.7263 -1.9401
H 7.4883 1.9503 -1.1918
C -0.5646 1.7720 -7.2882
C -1.6578 0.7083 -7.5548
O -1.8363 0.4180 -8.7431
N -2.3077 0.2652 -6.5469
C -3.6087 -0.3889 -6.6400
H 0.3127 1.6769 -7.9279
H -0.1959 1.5828 -6.2801
H -0.9394 2.7908 -7.3868
H -1.9249 0.4060 -5.6230
H -3.5516 -1.0452 -7.5084
H -4.3811 0.3580 -6.8233
H -3.9170 -0.9177 -5.7380
C -4.4288 5.9912 2.4894
C -3.2859 6.8490 3.0293
O -3.5415 7.5895 3.9609
N -2.0314 6.6305 2.5372
C -0.9757 7.4052 3.0601
H -5.2554 6.6180 2.1547
H -4.7329 5.2238 3.2013
H -4.0931 5.5370 1.5571
H -1.7206 5.7484 2.1560
H -0.5511 7.8847 2.1781
H -0.1597 6.7646 3.3946
H -1.2963 8.1602 3.7779
C -9.5448 0.6540 0.0912
C -8.7710 -0.0089 1.2254
O -9.2581 -0.2696 2.2807
N -7.5224 -0.3231 0.8753
C -6.5956 -1.1362 1.7680
H -8.9805 1.4521 -0.3912
H -10.5014 1.0331 0.4510
H -9.6135 -0.1452 -0.6468
H -7.0941 0.0743 0.0515
H -6.3820 -0.6464 2.7180
H -5.7226 -1.2876 1.1331
H -7.0143 -2.1004 2.0562
*
```

Properties
- energy above the lowest of the compared OMol25 structures with the same formula, charge and spin (kcal per mole) = 0.0
- frontier orbital gap (Ha) = 0.234

(3)
The following is a quantum chemistry calculation of a structure of composition C16H38ClO3SSiTiTm, from the Open Molecules 2025 dataset.

```
! wB97M-V def2-TZVPD RIJCOSX def2/J DEFGRID3
* xyz -1 4
Ti 0.0826 -0.1697 -2.6257
Cl -0.1476 1.4194 -3.8101
C -1.7567 -0.3716 -1.9290
H -1.7578 -0.8536 -0.9271
H -2.3879 -1.0002 -2.5917
H -2.2677 0.6077 -1.8172
Tm 0.5402 0.1520 -5.3122
C 2.4776 0.6345 -5.8714
C -0.6568 -0.0633 -6.9910
C 0.4100 -1.3306 -4.0081
H -1.0501 -1.1032 -7.0200
H -1.5089 0.6486 -6.9615
H -0.0506 0.1243 -7.9042
H 3.1591 -0.1714 -5.5203
H 2.5383 0.7071 -6.9793
H 2.7921 1.5995 -5.4202
H -0.3610 -2.1191 -4.1534
H 1.4320 -1.7648 -3.9431
C 1.3566 3.2192 2.2272
C 1.9571 1.8018 2.3064
C 3.1520 1.6785 1.3446
C 2.4275 1.5343 3.7443
O 1.0717 0.9355 2.0030
Si -0.0775 0.4288 1.0109
S 0.1604 1.5105 -0.8583
O 0.0734 -1.1579 0.8260
C 0.5721 -2.2747 1.2038
C 1.2299 -2.9576 -0.0035
C 1.6331 -2.0560 2.3037
C -0.5482 -3.1684 1.7577
O -1.5006 0.8123 1.6514
C -2.6977 0.6754 2.0778
C -3.5316 -0.1679 1.0997
C -2.6912 0.0082 3.4623
C -3.3243 2.0742 2.1932
H 2.1146 3.9819 2.5068
H 0.4884 3.3139 2.9151
H 1.0081 3.4436 1.1972
H 3.9414 2.4162 1.6029
H 3.5932 0.6605 1.3960
H 2.8351 1.8646 0.2965
H 1.5743 1.6119 4.4529
H 2.8587 0.5134 3.8298
H 3.2041 2.2703 4.0463
H 2.0417 -2.3205 -0.4159
H 1.6669 -3.9374 0.2915
H 0.4813 -3.1341 -0.8055
H 1.1839 -1.5553 3.1890
H 2.0619 -3.0261 2.6367
H 2.4646 -1.4256 1.9253
H -1.0180 -2.7002 2.6443
H -1.3325 -3.3343 0.9887
H -0.1444 -4.1559 2.0709
H -3.0959 -1.1836 0.9876
H -4.5747 -0.2782 1.4676
H -3.5796 0.3229 0.1071
H -2.0960 0.6064 4.1844
H -3.7286 -0.0864 3.8528
H -2.2557 -1.0068 3.4067
H -2.7416 2.7024 2.9017
H -3.3264 2.5810 1.2035
H -4.3722 2.0107 2.5582
*
```

Properties
- energy above the lowest of the compared OMol25 structures with the same formula, charge and spin (kcal per mole) = 104.4
- frontier orbital gap (spin up / spin down) (Ha) = 0.211 / 0.260

(4)
The following is a quantum chemistry calculation of a cluster of 9 separate species, C16H39BF4N3O5 in total, from the Open Molecules 2025 dataset.

```
! wB97M-V def2-TZVPD RIJCOSX def2/J DEFGRID3
* xyz -1 1
B -0.0721 -1.2002 -0.0781
F -0.0641 -0.1062 0.8199
F -1.3081 -1.5582 -0.5921
F 0.7239 -0.7952 -1.1141
F 0.4729 -2.2762 0.5379
C 0.4429 2.1448 -2.9681
C 0.0899 3.6198 -3.2231
N -0.3201 4.7108 -3.3091
H -0.1071 1.5228 -2.4261
H 0.3349 1.8078 -3.9181
H 1.5209 2.0498 -2.6771
C -2.5261 -0.2182 -3.1621
C -2.6241 1.0408 -4.0001
N -2.6151 2.0098 -4.6741
H -2.3941 0.3138 -2.1151
H -3.5641 -0.8002 -3.0221
H -1.6911 -0.6872 -3.4071
C -1.7361 1.8158 3.0449
C -2.6781 1.3208 4.0949
N -3.4601 0.9178 4.8349
H -0.7711 1.6118 3.2159
H -1.8501 1.4908 1.9969
H -1.6761 2.8878 2.8529
C 3.6859 -2.2752 -4.6691
C 2.6569 -1.6402 -3.6931
O 2.1529 -2.5722 -2.7721
H 4.1269 -1.6242 -5.3441
H 3.0349 -3.1262 -4.9201
H 4.4239 -2.7872 -3.8921
H 1.7039 -1.1022 -4.0841
H 3.0099 -0.7232 -3.0731
H 1.6479 -2.1952 -2.0971
C 4.6169 1.8088 0.0369
C 3.9339 0.5338 -0.2691
O 3.7479 -0.3292 0.9659
H 5.5919 1.7538 0.5849
H 3.9019 2.5088 0.7319
H 4.5799 2.3718 -0.8971
H 4.5259 -0.2272 -1.0531
H 3.1459 0.6798 -0.6921
H 3.0149 -0.9052 0.5609
C -4.4281 -2.6532 2.1459
C -3.8941 -3.1602 0.7869
O -3.9701 -2.0092 -0.0891
H -5.5211 -2.3032 1.9419
H -4.1651 -1.6602 2.4719
H -4.1271 -3.1992 3.0539
H -4.3141 -4.0702 0.3109
H -2.9841 -3.4072 0.8859
H -3.0521 -1.8822 -0.2431
C 1.2429 4.9898 0.5739
C 0.7689 3.5878 1.1749
O 0.1039 2.9028 0.2359
H 0.3809 5.6368 0.1549
H 1.7319 4.9108 -0.2971
H 1.5669 5.8188 1.2939
H 0.3199 3.6038 2.1419
H 1.5739 2.9878 1.5299
H 0.0449 2.0168 0.6389
C -1.3811 -2.9372 4.8389
C -0.9611 -2.4742 3.4609
O 0.2759 -2.8412 3.0579
H -0.7471 -2.7372 5.5839
H -1.3651 -3.9152 4.7669
H -2.3791 -2.5352 5.1659
H -1.0531 -1.5022 3.5359
H -1.7231 -2.5422 2.6019
H 0.4279 -2.3972 2.1369
*
```

Properties
- energy above the lowest of the compared OMol25 structures with the same formula, charge and spin (kcal per mole) = 52.7
- frontier orbital gap (Ha) = 0.345